{
  "formula": "C5H14O3",
  "method": "wB97M-V/def2-TZVPD",
  "elements": ["C", "C", "C", "C", "C", "H", "H", "H", "H", "H", "H", "H", "H", "O", "H", "H", "O", "H", "H", "O", "H", "H"],
  "positions_angstrom": [[-0.065, 1.770, -1.466], [-0.090, 0.507, -1.063], [0.986, -0.060, -0.205], [0.724, -1.225, 0.394], [1.777, -2.003, 1.142], [-0.868, 2.097, -2.132], [0.610, 2.502, -1.067], [-0.782, -0.198, -1.590], [1.963, 0.356, -0.176], [-0.254, -1.621, 0.540], [1.467, -2.349, 2.090], [2.626, -1.347, 1.426], [2.324, -2.620, 0.433], [-1.717, 0.567, 1.734], [-1.531, -0.289, 1.324], [-2.651, 0.376, 1.897], [1.452, 2.090, 1.030], [1.795, 1.517, 1.726], [0.772, 2.666, 1.396], [-2.820, -1.301, -2.556], [-2.567, -0.563, -3.118], [-3.149, -0.873, -1.759]],
  "gap_ev": 8.97,
  "e_lumo_ev": 0.492,
  "multiplicity": 1,
  "charge": 0,
  "relative_energy_kj_mol": 175.5,
  "smiles": "C=C/C=C/C.O.O.O"
}


{
  "formula": "H42O21Tl",
  "method": "wB97M-V/def2-TZVPD",
  "elements": ["Tl", "O", "H", "H", "O", "H", "H", "O", "H", "H", "O", "H", "H", "O", "H", "H", "O", "H", "H", "O", "H", "H", "O", "H", "H", "O", "H", "H", "O", "H", "H", "O", "H", "H", "O", "H", "H", "O", "H", "H", "O", "H", "H", "O", "H", "H", "O", "H", "H", "O", "H", "H", "O", "H", "H", "O", "H", "H", "O", "H", "H", "O", "H", "H"],
  "positions_angstrom": [[-10.268, 12.741, 26.630], [-6.829, 9.875, 24.651], [-6.461, 9.049, 24.337], [-6.087, 10.479, 24.665], [-11.857, 12.284, 29.060], [-12.717, 12.695, 29.151], [-11.824, 11.638, 29.766], [-11.909, 12.535, 24.270], [-12.858, 12.473, 24.381], [-11.793, 12.849, 23.373], [-13.113, 13.831, 26.691], [-13.942, 13.352, 26.721], [-13.363, 14.749, 26.788], [-12.956, 16.856, 25.909], [-12.630, 17.756, 25.907], [-13.906, 16.944, 25.835], [-9.488, 10.430, 25.045], [-9.962, 9.601, 25.117], [-8.589, 10.175, 24.840], [-9.637, 10.368, 28.387], [-8.839, 9.908, 28.126], [-9.770, 10.116, 29.301], [-8.245, 12.786, 23.919], [-8.210, 12.980, 22.982], [-7.384, 12.421, 24.121], [-10.705, 15.376, 25.114], [-10.323, 15.453, 24.239], [-11.547, 15.826, 25.049], [-9.758, 15.201, 22.631], [-9.302, 14.550, 22.097], [-10.080, 15.846, 22.001], [-15.062, 11.658, 27.073], [-15.500, 11.333, 26.286], [-15.770, 12.012, 27.612], [-11.283, 15.212, 28.286], [-11.564, 15.049, 29.187], [-11.232, 16.165, 28.219], [-9.976, 13.462, 31.788], [-9.794, 14.356, 32.077], [-10.891, 13.482, 31.508], [-8.790, 12.919, 29.314], [-9.255, 13.189, 30.106], [-7.864, 13.010, 29.536], [-8.060, 14.753, 26.728], [-8.401, 15.321, 27.419], [-7.110, 14.857, 26.779], [-11.402, 9.349, 23.019], [-11.075, 8.454, 22.924], [-10.672, 9.830, 23.410], [-8.664, 16.475, 29.000], [-9.528, 16.731, 28.677], [-8.676, 16.708, 29.928], [-10.539, 7.887, 25.490], [-9.648, 7.608, 25.280], [-10.656, 7.644, 26.408], [-7.369, 11.688, 26.861], [-6.708, 12.164, 26.358], [-6.881, 11.290, 27.582], [-7.794, 8.430, 27.091], [-7.846, 8.285, 26.147], [-7.153, 7.788, 27.397], [-12.432, 10.513, 26.387], [-13.231, 10.740, 26.862], [-12.467, 9.561, 26.299]],
  "gap_ev": 3.22,
  "e_lumo_ev": -14.668,
  "multiplicity": 1,
  "charge": 3
}


{
  "formula": "C6H7NOSe2Te2V",
  "method": "wB97M-V/def2-TZVPD",
  "elements": ["V", "O", "C", "C", "C", "C", "C", "C", "N", "H", "H", "H", "H", "H", "H", "H", "Se", "Te", "Te", "Se"],
  "positions_angstrom": [[-0.705, -0.128, -2.006], [1.274, -0.954, -1.816], [1.931, -0.374, -0.680], [0.944, -0.328, 0.447], [1.340, -0.360, 1.772], [0.367, -0.282, 2.755], [-0.968, -0.196, 2.387], [-1.281, -0.175, 1.041], [-0.344, -0.238, 0.087], [1.808, -0.771, -2.597], [2.240, 0.648, -0.923], [2.805, -0.970, -0.414], [2.388, -0.440, 2.028], [0.647, -0.294, 3.800], [-1.751, -0.141, 3.128], [-2.304, -0.100, 0.693], [-2.933, -0.930, -2.757], [-3.875, 1.391, -2.399], [-1.651, 2.655, -1.422], [0.070, 1.988, -3.126]],
  "gap_ev": [6.50, 6.20],
  "e_lumo_ev": [-0.241, -0.202],
  "multiplicity": 2,
  "charge": 0,
  "relative_energy_kj_mol": 6.8
}


{
  "formula": "C39H38N2O9OsSSi",
  "method": "wB97M-V/def2-TZVPD",
  "elements": ["Os", "C", "S", "O", "O", "O", "H", "H", "H", "C", "C", "C", "C", "Si", "O", "C", "C", "C", "C", "C", "C", "C", "C", "C", "C", "C", "C", "H", "H", "H", "H", "H", "H", "H", "H", "H", "H", "H", "H", "H", "H", "H", "H", "H", "H", "H", "O", "C", "N", "C", "C", "O", "N", "C", "C", "C", "C", "C", "C", "C", "C", "C", "C", "C", "C", "H", "H", "H", "H", "H", "H", "H", "H", "H", "H", "H", "O", "C", "C", "C", "C", "C", "C", "C", "O", "O", "H", "H", "H", "H", "H"],
  "positions_angstrom": [[0.037, 1.285, -0.969], [0.015, 3.816, -3.634], [1.221, 2.599, -3.199], [2.453, 2.885, -3.852], [0.614, 1.281, -3.400], [1.315, 2.724, -1.654], [0.229, 4.131, -4.652], [0.104, 4.653, -2.947], [-0.969, 3.359, -3.554], [1.042, -3.058, -0.356], [2.194, -2.375, 0.398], [3.299, -3.417, 0.588], [1.708, -1.915, 1.779], [2.725, -0.859, -0.603], [1.307, -0.072, -1.050], [3.547, -1.327, -2.215], [2.889, -1.153, -3.434], [3.497, -1.495, -4.635], [4.779, -2.019, -4.639], [5.454, -2.199, -3.439], [4.844, -1.851, -2.245], [3.866, 0.285, 0.354], [3.610, 1.651, 0.500], [4.467, 2.484, 1.206], [5.615, 1.967, 1.786], [5.903, 0.618, 1.642], [5.042, -0.205, 0.933], [0.694, -3.930, 0.208], [1.361, -3.405, -1.342], [0.190, -2.394, -0.488], [2.895, -4.278, 1.131], [4.134, -3.038, 1.181], [3.683, -3.786, -0.365], [1.278, -2.759, 2.329], [0.938, -1.151, 1.714], [2.534, -1.517, 2.372], [1.888, -0.741, -3.448], [2.968, -1.345, -5.567], [5.256, -2.284, -5.575], [6.458, -2.604, -3.436], [5.398, -1.989, -1.324], [2.741, 2.089, 0.043], [4.240, 3.539, 1.294], [6.288, 2.612, 2.336], [6.803, 0.205, 2.080], [5.305, -1.251, 0.834], [-2.361, 1.606, -2.255], [-2.586, 0.670, -1.501], [-3.730, -0.003, -1.282], [-3.605, -0.988, -0.215], [-2.101, -0.820, 0.143], [-1.498, -1.414, 0.997], [-1.582, 0.146, -0.697], [-4.515, -0.649, 0.972], [-5.779, -0.120, 0.730], [-6.648, 0.148, 1.775], [-6.266, -0.117, 3.081], [-5.013, -0.654, 3.328], [-4.141, -0.926, 2.282], [-3.906, -2.407, -0.714], [-3.304, -3.523, -0.144], [-3.638, -4.796, -0.587], [-4.577, -4.969, -1.591], [-5.186, -3.858, -2.155], [-4.852, -2.586, -1.718], [-4.594, 0.310, -1.685], [-6.112, 0.085, -0.280], [-7.626, 0.561, 1.565], [-6.941, 0.093, 3.900], [-4.704, -0.866, 4.343], [-3.171, -1.350, 2.489], [-2.575, -3.404, 0.642], [-3.155, -5.656, -0.141], [-4.831, -5.963, -1.936], [-5.921, -3.979, -2.939], [-5.336, -1.735, -2.178], [-2.279, 4.573, 1.580], [-1.242, 4.562, 2.451], [-1.141, 5.501, 3.473], [-0.083, 5.453, 4.362], [0.888, 4.464, 4.257], [0.784, 3.525, 3.249], [-0.268, 3.567, 2.332], [-0.261, 2.552, 1.262], [-0.834, 2.781, 0.111], [0.387, 1.495, 1.399], [-2.873, 5.293, 1.810], [-1.900, 6.270, 3.565], [-0.018, 6.195, 5.147], [1.713, 4.426, 4.953], [1.521, 2.741, 3.138]],
  "gap_ev": [9.11, 6.88],
  "e_lumo_ev": [0.312, -1.909],
  "multiplicity": 5,
  "charge": 0,
  "relative_energy_kj_mol": 9.6
}